Computed, not measured: a structure of composition C46H56BN13O2S5SeV at a distorted geometry, with wB97M-V/def2-TZVPD.

Summary:
HOMO level (spin up / spin down): -6.73 / -6.73 eV
frontier orbital gap (spin up / spin down): 5.994 / 6.346 eV
relative energy (zero: lowest compared OMol25 entry of this formula, charge and spin): 0.7346 eV
E_tot: -8010.1255 Eh
strongest force on any atom: 0.068 hartree/bohr
LUMO energy (spin up / spin down): -0.732 / -0.383 eV
spin multiplicity: 2
⟨S²⟩: 1.00

Last column: Löwdin charge in e.
Atoms and positions in Å:
V1 0.94786 -1.03258 -1.12481  0.450
C1 -4.24977 -0.49095 -1.97890  -0.064
C2 -3.49369 0.21602 -0.90761  -0.239
C3 -4.08668 0.82408 0.16204  0.081
C4 -3.28839 1.40575 1.17435  -0.198
N1 -1.98789 1.32482 1.12618  0.194
N2 -1.40353 0.75342 0.08278  -0.013
B1 0.13103 0.76900 0.07852  -0.727
N3 0.63162 0.58391 1.51953  -0.020
N4 1.07145 1.64740 2.18230  0.192
C5 1.41944 1.53260 3.43344  -0.198
C6 1.32765 0.28693 4.10045  0.075
C7 0.84418 -0.80475 3.43971  -0.223
C8 0.67734 -2.14292 4.07383  -0.047
C9 0.49727 -0.64031 2.06714  -0.559
S1 -0.07240 -1.87126 1.06388  0.813
C10 1.81976 2.83539 4.11162  -0.540
C11 2.77324 3.62494 3.20832  -0.041
C12 0.52149 3.64225 4.29941  -0.037
C13 2.47335 2.62598 5.47686  -0.058
N5 0.67242 2.08123 -0.46015  -0.003
N6 -0.13628 3.11802 -0.63970  0.208
C14 0.37260 4.30195 -0.82493  -0.208
C15 1.77278 4.51392 -0.74495  0.062
C16 2.61458 3.44957 -0.60538  -0.272
C17 4.09738 3.57188 -0.50361  -0.049
C18 2.01756 2.16292 -0.54028  -0.671
S2 2.87027 0.70668 -0.57667  0.851
C19 -0.59300 5.46581 -0.98760  -0.544
C20 -0.68518 6.16478 0.37976  -0.031
C21 -1.98391 4.95681 -1.37510  -0.048
C22 -0.08859 6.44877 -2.04974  -0.045
C23 -2.07000 0.23955 -0.96312  -0.592
S3 -1.15297 -0.30470 -2.26820  0.842
C24 -3.83650 2.15055 2.38453  -0.540
C25 -3.21029 3.55325 2.39608  -0.045
C26 -5.35891 2.26688 2.37228  -0.059
C27 -3.39538 1.38430 3.64173  -0.037
H1 -5.31759 -0.29090 -1.91609  0.085
H2 -4.08069 -1.56567 -1.86435  0.032
H3 -3.86988 -0.20709 -2.95959  0.069
H4 -5.16477 0.84281 0.23989  0.119
H5 1.63095 0.19333 5.13397  0.118
H6 1.05966 -2.14618 5.09254  0.085
H7 1.19286 -2.90832 3.49183  0.062
H8 -0.38081 -2.41234 4.08918  0.088
H9 2.31882 3.80040 2.23548  0.061
H10 3.70915 3.08275 3.06073  0.090
H11 3.00564 4.58774 3.66666  0.089
H12 0.12263 3.93824 3.32896  0.067
H13 0.71235 4.53780 4.89352  0.087
H14 -0.23398 3.04333 4.81225  0.087
H15 3.38504 2.03083 5.40548  0.093
H16 1.78956 2.14772 6.17975  0.082
H17 2.74004 3.59896 5.88988  0.086
H18 2.17507 5.51702 -0.78405  0.124
H19 4.41697 4.61102 -0.55516  0.086
H20 4.57689 3.00183 -1.30115  0.082
H21 4.43519 3.13792 0.43927  0.080
H22 -1.05296 5.46273 1.12978  0.072
H23 -1.38090 7.00385 0.32667  0.089
H24 0.28621 6.54571 0.70082  0.084
H25 -2.29744 4.17298 -0.68942  0.059
H26 -1.97609 4.54243 -2.38391  0.089
H27 -2.70081 5.77768 -1.33790  0.088
H28 0.83183 6.94654 -1.74332  0.075
H29 -0.83956 7.22091 -2.21913  0.088
H30 0.09395 5.93181 -2.99350  0.089
H31 -3.52835 4.12435 1.52125  0.080
H32 -2.12407 3.47275 2.38030  0.057
H33 -3.51358 4.09510 3.29362  0.089
H34 -5.71564 2.78868 1.48269  0.087
H35 -5.67875 2.83478 3.24592  0.087
H36 -5.83048 1.28436 2.42145  0.087
H37 -2.31043 1.28263 3.65647  0.069
H38 -3.83765 0.38648 3.64936  0.091
H39 -3.71685 1.91493 4.53958  0.086
O1 1.64317 -5.17312 -1.21786  0.067
C28 1.50850 -5.46353 -2.53405  -0.259
C29 1.67666 -6.74537 -3.04788  -0.023
C30 1.62336 -6.95906 -4.41627  -0.086
C31 1.43660 -5.89378 -5.28531  -0.088
C32 1.23994 -4.62243 -4.77261  -0.019
C33 1.22885 -4.40660 -3.40019  -0.084
C34 1.05928 -3.03465 -2.85643  -0.443
O2 0.31684 -2.77714 -1.84736  -0.188
N7 1.74689 -2.13350 -3.51178  0.020
N8 1.63716 -0.86572 -2.98152  -0.250
C35 1.75973 0.04139 -3.89040  -0.884
S4 1.81716 1.75708 -3.61357  0.960
C36 1.41960 2.16742 -5.34621  -0.494
C37 2.11656 1.16964 -6.24228  -0.511
S5 1.88022 -0.50660 -5.55641  0.971
H40 1.99437 -5.93333 -0.74202  0.112
H41 1.88079 -7.56872 -2.37239  0.115
H42 1.75989 -7.96055 -4.80325  0.103
H43 1.47359 -6.05072 -6.35465  0.099
H44 1.10019 -3.77070 -5.42353  0.106
H45 1.76617 3.18373 -5.52936  0.079
H46 0.33608 2.12426 -5.44843  0.080
H47 3.18655 1.36606 -6.29841  0.075
H48 1.68914 1.16819 -7.24379  0.077
N9 2.39027 -2.00818 -0.49395  -0.021
C38 3.07708 -2.82845 -0.03583  -0.104
C39 3.86827 -3.78619 0.55557  -0.267
C40 5.20115 -3.97773 0.13631  -0.236
N10 6.28363 -4.13408 -0.22900  0.128
C41 3.28417 -4.54975 1.58055  -0.247
N11 2.78143 -5.15930 2.42380  0.133
C42 -2.39369 -5.67741 -2.45675  -0.035
N12 -1.94240 -5.94414 -1.11245  -0.121
C43 -1.34686 -7.10913 -0.67810  -0.058
C44 -1.03439 -6.93764 0.62225  -0.052
N13 -1.44999 -5.67344 0.98254  -0.117
C45 -1.34252 -5.13294 2.31818  -0.047
C46 -1.99624 -5.05577 -0.08859  -0.724
Se1 -2.81674 -3.42693 -0.13579  0.649
H49 -2.57938 -6.62409 -2.96048  0.093
H50 -1.64407 -5.10715 -3.00704  0.090
H51 -3.31019 -5.09189 -2.41238  0.058
H52 -1.20976 -7.95263 -1.32911  0.120
H53 -0.55758 -7.59578 1.32654  0.124
H54 -1.93062 -5.74282 3.00650  0.097
H55 -1.71762 -4.11449 2.30818  0.022
H56 -0.30267 -5.13420 2.63131  0.079